[1]
DFT (the ωB97M-V functional and the def2-TZVPD basis) results for a structure of composition C34H29N9Pd.

Structure (XYZ):
```
73
C34H29N9Pd | the OMol25 dataset | the ωB97M-V functional and the def2-TZVPD basis
Pd 0.45320 -0.65733 0.18223
C 4.95856 5.09390 -0.09015
C 3.77600 4.16382 -0.00184
C 2.54934 4.59830 0.46930
C 1.49793 3.71409 0.55903
C 1.60786 2.35139 0.16229
N 0.52656 1.51490 0.24483
C -0.78891 2.10319 0.24486
C -1.09229 3.02094 -0.75933
C -2.37616 3.51208 -0.94409
C -3.39365 3.11426 -0.09790
C -4.80901 3.59378 -0.30094
C -3.08438 2.23598 0.91907
C -1.79566 1.72815 1.11299
N -1.54831 0.95692 2.29168
C -2.30650 0.92371 3.41809
C -1.74494 0.00421 4.26511
C -0.62797 -0.47768 3.57343
N -0.49874 0.11141 2.39183
C 2.87796 1.91302 -0.24243
C 3.91689 2.82483 -0.33807
N 3.12760 0.57022 -0.66610
C 4.08857 0.18574 -1.52634
C 4.12104 -1.18766 -1.55414
C 3.14107 -1.57600 -0.66893
N 2.53453 -0.51250 -0.11947
H 4.73371 6.07941 0.30946
H 5.26470 5.20411 -1.13270
H 5.81489 4.67945 0.44341
H 2.44329 5.61631 0.82061
H 0.57244 4.01834 1.02121
H -0.31177 3.25772 -1.47005
H -2.58751 4.18486 -1.76657
H -4.82909 4.59295 -0.73228
H -5.36838 3.60212 0.63369
H -5.33439 2.93045 -0.99248
H -3.87539 1.92512 1.59133
H -3.16007 1.56461 3.54670
H -2.07908 -0.26439 5.25177
H 0.09012 -1.22229 3.87931
H 4.89878 2.47745 -0.63554
H 4.67247 0.91092 -2.06309
H 4.76225 -1.81725 -2.14463
H 2.82435 -2.56133 -0.39347
N -1.76117 -0.08634 -3.80227
C -0.65607 0.33726 -4.49505
C 0.35941 0.36706 -3.58312
N -0.10275 -0.03546 -2.35974
C -1.36954 -0.29963 -2.52035
C -2.17243 -0.74662 -1.39995
N -1.67303 -0.93299 -0.19171
C -2.70472 -1.36027 0.61200
C -3.84145 -1.42526 -0.12199
N -3.48869 -1.03133 -1.39589
H -2.66408 -0.26006 -4.21006
H -0.69358 0.56226 -5.54629
H 1.39211 0.62298 -3.74790
H -2.54858 -1.61424 1.64788
H -4.84251 -1.72788 0.12823
H -4.11598 -1.00044 -2.18195
C 0.50010 -2.52990 0.43875
C 0.51868 -3.82060 0.67077
C 0.54166 -5.13230 0.91789
C -0.68947 -5.87690 0.97742
C -0.65714 -7.20971 1.22471
C 0.58273 -7.86485 1.42250
C 1.80186 -7.14566 1.36959
C 1.79338 -5.81217 1.12472
H -1.62984 -5.36713 0.82415
H -1.57951 -7.77009 1.27046
H 0.59912 -8.92952 1.61678
H 2.74051 -7.65673 1.52672
H 2.71900 -5.25575 1.09199
```

The value obtained for the energy above the lowest of the compared OMol25 structures with the same formula, charge and spin is 75.1 kcal/mol. The value obtained for the largest force on an atom is 10.2 eV/Å. For the HOMO energy (spin up / spin down), the calculation gives -11.8 / -11.8 eV. The calculation puts the frontier orbital gap (spin up / spin down) at 2.9 / 3.0 eV. As for the net charge: +2.

---

[2]
DFT (the ωB97M-V functional and the def2-TZVPD basis) results for a structure of composition C34H30Cl2NO3PS3Ti.

Structure (XYZ):
```
75
C34H30Cl2NO3PS3Ti | the OMol25 dataset | the ωB97M-V functional and the def2-TZVPD basis
Ti 1.00335 0.52396 -0.58675
C 2.61072 0.92865 -3.75139
C 3.69071 1.29895 -2.75787
S 3.56581 0.18397 -1.30570
C 4.42599 1.14503 -0.01455
C 3.70148 2.41398 0.39167
S 1.93061 2.13789 0.78764
C 0.47259 3.57364 -1.75396
C 0.79818 3.09606 -3.16456
S 0.92227 1.26613 -3.13797
H 2.61328 -0.14674 -3.94698
H 2.74630 1.45029 -4.69863
H 3.59257 2.33356 -2.42498
H 4.67460 1.14993 -3.20691
H 5.42848 1.36669 -0.38673
H 4.50005 0.45426 0.82956
H 3.76030 3.18315 -0.38391
H 4.16751 2.81563 1.29409
H 1.35929 3.61237 -1.10865
H 0.00697 4.56370 -1.79655
H 1.71835 3.53550 -3.54452
H -0.02369 3.34375 -3.83844
O -2.03199 3.36750 -2.48192
C -1.75813 2.85778 -1.43599
O -0.42058 2.66609 -1.07501
C -2.70861 2.53008 -0.36055
C -3.86408 3.31346 -0.32516
C -4.73481 3.23017 0.74460
C -4.46517 2.35976 1.78911
C -3.35606 1.53010 1.73829
C -2.46969 1.60683 0.66856
P -1.22401 0.29111 0.44555
C -2.29552 -0.91325 -0.40095
C -2.31212 -0.91507 -1.79435
C -3.20985 -1.72421 -2.46675
C -4.08073 -2.53800 -1.76081
C -4.07656 -2.52175 -0.37567
C -3.20526 -1.69389 0.30827
C -0.88699 -0.34484 2.10697
C -0.78767 -1.70954 2.36900
C -0.45210 -2.13534 3.64189
C -0.21124 -1.21174 4.64675
C -0.26718 0.14653 4.37454
C -0.58404 0.58490 3.10252
H -4.05485 3.99458 -1.14035
H -5.61712 3.84884 0.76436
H -5.12784 2.31792 2.63967
H -3.17058 0.82083 2.53323
H -1.61789 -0.28376 -2.34350
H -3.23917 -1.70886 -3.54325
H -4.77162 -3.17442 -2.28956
H -4.75814 -3.15069 0.17304
H -3.23731 -1.65652 1.38687
H -0.97903 -2.42950 1.58322
H -0.39023 -3.18997 3.85465
H 0.02434 -1.54962 5.64270
H -0.07331 0.86285 5.15521
H -0.61784 1.64272 2.86693
Cl -0.13138 -3.31761 -3.21490
C 0.67541 -3.33739 -1.70879
C 1.03226 -4.55451 -1.11065
C 1.65979 -4.59861 0.11612
Cl 2.03833 -6.10649 0.83526
C 1.97406 -3.39593 0.81247
C 2.62112 -3.29903 2.05522
C 2.77479 -2.06041 2.63832
C 2.31245 -0.91736 1.98207
N 1.75343 -0.96208 0.78642
C 1.57799 -2.17630 0.20828
C 0.95552 -2.13509 -1.06539
O 0.69243 -0.93103 -1.52196
H 0.79267 -5.46998 -1.63080
H 2.99317 -4.19164 2.53487
H 3.24263 -1.95733 3.60287
H 2.40259 0.05934 2.44460
```

The value obtained for the energy above the lowest of the compared OMol25 structures with the same formula, charge and spin is 18.1 kcal/mol. The value obtained for the largest force on an atom is 3.2 eV/Å. For the HOMO energy, the calculation gives -13.7 eV. The calculation puts the frontier orbital gap at 6.6 eV. As for the net charge: +2.

---

[3]
DFT (the ωB97M-V functional and the def2-TZVPD basis) results for a structure of composition C34H30N3O2PSe2Te2Zr.

Structure (XYZ):
```
75
C34H30N3O2PSe2Te2Zr | the OMol25 dataset | the ωB97M-V functional and the def2-TZVPD basis
Zr -2.11790 0.97755 0.81322
O -3.27422 0.57161 3.32388
C -2.92028 -0.54598 4.01818
C -3.59457 -0.97444 5.14758
C -3.20940 -2.15994 5.76016
C -2.17147 -2.92512 5.24499
C -1.50412 -2.49307 4.10720
C -1.86355 -1.29990 3.50283
C -1.20251 -0.75748 2.29618
O -0.86399 0.51942 2.31585
N -1.13214 -1.48760 1.21854
N -0.61793 -0.72749 0.09415
C -0.98385 -1.29486 -1.22529
C -1.89257 -0.41122 -2.03734
C -2.18258 -0.73293 -3.34495
C -3.04558 0.07950 -4.06567
C -3.58738 1.18980 -3.45139
C -3.23766 1.45888 -2.14244
N -2.40042 0.68219 -1.44574
H -3.95957 1.08426 3.77540
H -4.42601 -0.39556 5.53435
H -3.73701 -2.49405 6.64466
H -1.88886 -3.85507 5.72148
H -0.69533 -3.07381 3.67902
H -1.40581 -2.29195 -1.11280
H -1.74770 -1.62215 -3.78493
H -3.29041 -0.16069 -5.09265
H -4.28128 1.84077 -3.96308
H -3.62546 2.32346 -1.62310
C 3.91220 -1.07297 -1.50448
C 4.29441 0.14415 -0.70004
C 5.65436 0.46483 -0.64194
C 6.11667 1.58248 0.02391
C 5.21063 2.42324 0.65753
C 3.86559 2.10548 0.63412
C 3.37700 0.97412 -0.04190
P 1.54499 0.85311 0.19840
C 0.89590 -0.88173 -0.21531
C 0.50113 -1.32725 -1.66657
C 0.95535 -2.67740 -2.11860
C 1.47690 -3.54712 -1.26113
C 1.76341 -3.16916 0.12732
C 1.55738 -1.94941 0.62605
C 2.03885 -1.58352 2.00687
C 0.91551 1.79861 -1.24253
C 1.53237 1.69877 -2.49517
C 1.02782 2.33926 -3.61010
C -0.11217 3.12326 -3.46420
C -0.69857 3.28037 -2.22341
C -0.21188 2.63837 -1.07462
C -0.87896 2.84326 0.24304
H 4.33206 -1.00327 -2.51079
H 2.84214 -1.18869 -1.60025
H 4.30317 -1.98594 -1.05060
H 6.36086 -0.18583 -1.14737
H 7.17709 1.80021 0.04908
H 5.55187 3.30777 1.18016
H 3.16076 2.74360 1.15634
H 0.70249 -0.56944 -2.41897
H 0.80733 -2.93087 -3.16405
H 1.76003 -4.53977 -1.59067
H 2.24025 -3.91165 0.75861
H 2.25411 -2.48318 2.58374
H 1.32110 -0.97546 2.55950
H 2.95997 -0.99656 1.94296
H 2.44145 1.11461 -2.58796
H 1.52050 2.24725 -4.57059
H -0.52927 3.63607 -4.32369
H -1.55122 3.94310 -2.11654
H -1.44965 3.76586 0.24140
H -0.16245 2.85661 1.06566
Se -3.82312 3.00557 1.29724
Te -6.12011 2.05138 1.71502
Te -6.00957 0.19048 -0.24420
Se -3.96911 -0.97672 0.61044
```

The value obtained for the energy above the lowest of the compared OMol25 structures with the same formula, charge and spin is 66.7 kcal/mol. The value obtained for the largest force on an atom is 1.2 eV/Å. For the HOMO energy, the calculation gives -7.0 eV. The calculation puts the frontier orbital gap at 6.6 eV.

---

[4]
DFT (the ωB97M-V functional and the def2-TZVPD basis) results for a structure of composition C34H30N3O2PTm.

Structure (XYZ):
```
71
C34H30N3O2PTm | the OMol25 dataset | the ωB97M-V functional and the def2-TZVPD basis
Tm 0.77988 -0.67573 0.63943
O 3.05516 2.49969 0.49064
C 4.33745 2.11107 0.75226
C 5.36625 3.03982 0.80917
C 6.63165 2.65218 1.21610
C 6.87814 1.34287 1.59751
C 5.85813 0.41210 1.53700
C 4.59187 0.76913 1.08174
C 3.51336 -0.24219 1.01180
O 2.68853 -0.27587 0.01729
N 3.44330 -1.07155 2.04223
N 2.28564 -1.78176 1.99871
C 2.04419 -2.70948 2.83993
C 0.75259 -3.38033 2.72204
C 0.36312 -4.35077 3.63555
C -0.84963 -4.99524 3.45902
C -1.63295 -4.65027 2.37016
C -1.18243 -3.65430 1.51912
N -0.02382 -3.02016 1.67797
H 3.04911 3.45261 0.35025
H 5.17398 4.07735 0.55786
H 7.42579 3.38596 1.25163
H 7.85919 1.05163 1.94588
H 6.02509 -0.61907 1.81687
H 2.75330 -3.00696 3.60665
H 1.01225 -4.58940 4.46734
H -1.17575 -5.75617 4.15496
H -2.57628 -5.14248 2.18274
H -1.78103 -3.34548 0.67078
C -2.47907 1.38565 -3.34437
C -3.15384 0.06602 -3.09476
C -4.08097 -0.39289 -4.02747
C -4.78261 -1.57434 -3.85111
C -4.58510 -2.32936 -2.70650
C -3.65884 -1.90087 -1.77316
C -2.93246 -0.71851 -1.95255
P -1.73586 -0.40265 -0.60761
C -0.23842 0.19179 -1.58144
C 0.35632 -0.89657 -2.25973
C 1.51268 -0.74224 -3.00093
C 2.11461 0.50663 -3.06771
C 1.55393 1.57436 -2.39632
C 0.39343 1.44825 -1.62817
C -0.11633 2.66367 -0.89877
C -2.46794 0.92997 0.40414
C -3.70474 1.47805 0.05409
C -4.33016 2.39069 0.88295
C -3.72630 2.75321 2.07800
C -2.50968 2.19557 2.43368
C -1.85229 1.26623 1.62483
C -0.53801 0.66839 2.10747
H -3.05109 1.96648 -4.06602
H -1.47557 1.24812 -3.75105
H -2.40146 1.96707 -2.42673
H -4.26100 0.20788 -4.91083
H -5.48777 -1.89903 -4.60469
H -5.14367 -3.24149 -2.54515
H -3.49489 -2.48045 -0.87155
H -0.15445 -1.85708 -2.26485
H 1.93703 -1.58301 -3.53312
H 3.02140 0.64333 -3.64142
H 2.02635 2.54611 -2.46334
H 0.14369 3.56700 -1.45132
H 0.34036 2.73110 0.09242
H -1.18985 2.64309 -0.75657
H -4.18128 1.18564 -0.87313
H -5.28562 2.81238 0.59977
H -4.20685 3.46298 2.73912
H -2.04746 2.47298 3.37377
H -0.81605 0.02984 2.96264
H 0.02380 1.48883 2.57486
```

The value obtained for the energy above the lowest of the compared OMol25 structures with the same formula, charge and spin is 9.3 kcal/mol. The value obtained for the largest force on an atom is 2.5 eV/Å. For the HOMO energy (spin up / spin down), the calculation gives -10.8 / -10.8 eV. The calculation puts the frontier orbital gap (spin up / spin down) at 7.3 / 7.3 eV. As for the multiplicity: 3. The expectation value of S² is 2.002. As for the net charge: +1.

---

[5]
DFT (the ωB97M-V functional and the def2-TZVPD basis) results for a structure of composition C34H30N3O6PS2W.

Structure (XYZ):
```
77
C34H30N3O6PS2W | the OMol25 dataset | the ωB97M-V functional and the def2-TZVPD basis
W 0.29041 0.23204 1.03182
O 1.76783 0.86053 2.37377
S 3.00383 0.91551 1.45636
O 4.13580 0.24142 1.95264
O 2.35769 0.37618 0.20652
C 3.29401 2.60960 1.16109
C 4.54200 3.14004 1.42691
C 4.75490 4.48728 1.15843
C 3.72963 5.26023 0.63655
C 2.47839 4.70781 0.37825
C 2.24173 3.36589 0.64411
P 0.62130 2.65824 0.23829
C 0.39960 2.75990 -1.53513
C 0.91652 1.79614 -2.40015
C 0.76817 1.95365 -3.76845
C 0.12061 3.07154 -4.27375
C -0.38282 4.04018 -3.41440
C -0.25233 3.88881 -2.04533
C -0.61433 3.66480 1.06178
C -0.29110 4.38755 2.21103
C -1.28081 5.09407 2.87950
C -2.58607 5.07152 2.40856
C -2.91129 4.34273 1.26835
C -1.93230 3.63588 0.59228
H 5.32921 2.51326 1.82379
H 5.72460 4.92406 1.35236
H 3.89852 6.30667 0.42122
H 1.69684 5.33417 -0.03332
H 1.45304 0.93586 -2.02804
H 1.16423 1.20340 -4.43872
H 0.00874 3.19167 -5.34290
H -0.88393 4.91221 -3.81186
H -0.66906 4.63839 -1.38487
H 0.72518 4.41294 2.58350
H -1.02878 5.66894 3.76043
H -3.35519 5.63007 2.92559
H -3.92943 4.32979 0.90308
H -2.19393 3.06487 -0.29048
O -1.28775 0.74164 0.69954
S -3.33150 -0.13745 -1.45386
C -5.11744 -0.20061 -1.32154
C -5.79468 1.00033 -1.49639
C -7.17994 1.01845 -1.43873
C -7.88681 -0.15191 -1.19936
C -7.20225 -1.34354 -1.02767
C -5.81336 -1.37760 -1.09254
C -2.80996 -1.69537 -0.78252
C -2.27482 -2.64958 -1.63993
C -1.74789 -3.83224 -1.13204
C -1.77092 -4.07489 0.23313
C -2.32910 -3.13455 1.09417
C -2.83695 -1.94579 0.59185
H -5.25059 1.91749 -1.68955
H -7.70676 1.95230 -1.58454
H -8.96715 -0.13375 -1.15558
H -7.74439 -2.26349 -0.85295
H -5.29527 -2.31918 -0.97752
H -2.27276 -2.46105 -2.70561
H -1.33582 -4.57034 -1.80727
H -1.37672 -5.00348 0.62478
H -2.38454 -3.33935 2.15664
H -3.28572 -1.21445 1.25476
O 1.06093 -1.82955 0.92751
N 0.85124 -1.95714 -0.28726
O 0.23606 -0.91638 -0.70358
C -1.97968 1.44019 3.56724
C -1.14128 0.22874 3.74796
N -0.35653 -0.43159 2.87024
C 0.19312 -1.53138 3.54168
C -0.27737 -1.53265 4.80169
N -1.09700 -0.43102 4.90372
H -1.95875 1.81735 2.55150
H -1.64506 2.22904 4.24201
H -3.01630 1.20029 3.80964
H 0.85634 -2.23476 3.07662
H -0.11294 -2.21247 5.61851
H -1.62008 -0.16386 5.72501
```

The value obtained for the largest force on an atom is 0.9 eV/Å. For the HOMO energy, the calculation gives -12.1 eV. The calculation puts the frontier orbital gap at 4.3 eV. As for the net charge: +2.

---

[6]
DFT (the ωB97M-V functional and the def2-TZVPD basis) results for a cluster of 2 separate species, C34H30NO2 in total.

Structure (XYZ):
```
67
C34H30NO2 | the OMol25 dataset | the ωB97M-V functional and the def2-TZVPD basis
C 1.64586 -5.20233 -4.08338
O 0.80228 -4.04938 -4.28164
C 0.88030 -3.04095 -3.37901
C -0.06995 -1.98904 -3.49500
C -0.11156 -1.00051 -2.54432
C 0.75820 -1.00373 -1.40889
C 0.64261 0.00372 -0.41108
C 1.28031 0.02156 0.86748
C 1.41369 1.27967 1.52534
C 2.14414 1.42698 2.68707
C 2.74151 0.29368 3.25835
O 3.45257 0.44925 4.44955
C 4.85201 0.54746 4.43358
C 5.39728 1.76258 4.85425
C 6.77284 1.95605 4.74071
C 7.59612 0.92763 4.27535
C 7.03810 -0.30546 3.93550
C 5.65692 -0.51308 4.01343
C 2.55379 -0.97903 2.70444
C 1.78883 -1.11526 1.55667
C 1.75614 -2.01506 -1.36838
C 1.82504 -3.01336 -2.31821
H 1.40399 -5.86217 -4.91343
H 2.70637 -4.91659 -4.11689
H 1.42265 -5.69456 -3.12487
H -0.77232 -2.01929 -4.33022
H -0.85477 -0.20920 -2.63644
H 0.22905 0.96150 -0.73757
H 0.92711 2.15007 1.08856
H 2.27993 2.40076 3.15929
H 4.72647 2.53274 5.22579
H 7.19242 2.91755 5.03336
H 8.67102 1.09017 4.18489
H 7.67701 -1.12824 3.61245
H 5.20132 -1.47078 3.76708
H 3.00600 -1.84281 3.19528
H 1.56157 -2.12109 1.20146
H 2.49347 -2.00220 -0.56952
H 2.59529 -3.78387 -2.24249
C -5.81192 2.29256 -2.35014
N -4.69138 1.73504 -1.60380
C -4.38678 0.40556 -1.87259
C -3.35799 -0.24265 -1.16007
C -2.58567 0.48276 -0.11217
H -1.48324 0.43693 -0.36043
C -3.01513 1.89435 0.13882
C -4.06401 2.48026 -0.60663
C -4.47807 3.79114 -0.27388
C -3.89202 4.47294 0.78733
C -2.85003 3.88702 1.51829
C -2.41678 2.60622 1.18158
C -3.07112 -1.58526 -1.42782
C -3.75789 -2.27925 -2.41372
C -4.79419 -1.64410 -3.11394
C -5.10559 -0.31563 -2.84785
H -5.96353 3.34101 -2.10770
H -5.62786 2.21927 -3.42956
H -6.73968 1.74886 -2.11968
H -2.65127 -0.08308 0.83468
H -5.27102 4.30089 -0.82415
H -4.23962 5.47373 1.03862
H -2.38592 4.41891 2.34515
H -1.61239 2.12418 1.73799
H -2.27885 -2.06757 -0.85291
H -3.48848 -3.31155 -2.63534
H -5.34894 -2.18788 -3.87430
H -5.91423 0.16196 -3.40432
```

The value obtained for the largest force on an atom is 1.5 eV/Å. For the HOMO energy, the calculation gives -9.4 eV. The calculation puts the frontier orbital gap at 4.1 eV. As for the net charge: +1.